The following is a quantum chemistry calculation of 14 unconnected molecules or ions with the total composition C76H184N4O34, from the OMol25 dataset.

Atoms and positions in Å:
C  -6.333  0.477  2.578
O  -7.440  0.172  3.406
C  -7.210  0.629  4.740
C  -8.549  0.463  5.492
O  -9.671  0.510  4.559
C  -10.956  0.688  5.158
C  -11.943  -0.082  4.311
O  -11.343  -0.504  3.021
C  -12.294  -1.252  2.277
H  -5.434  -0.067  2.868
H  -5.958  1.499  2.638
H  -6.421  0.175  1.534
H  -7.062  1.709  4.720
H  -6.392  0.127  5.256
H  -8.618  1.239  6.255
H  -8.417  -0.445  6.080
H  -11.213  1.747  5.202
H  -10.949  0.392  6.207
H  -12.809  0.534  4.070
H  -12.391  -0.969  4.759
H  -12.828  -2.114  2.678
H  -11.835  -1.710  1.401
H  -13.111  -0.599  1.971
C  10.373  -1.622  0.844
O  9.303  -1.420  1.644
C  8.297  -2.408  1.743
C  7.637  -2.760  0.347
O  8.553  -3.570  -0.404
C  8.171  -4.069  -1.716
C  7.914  -2.941  -2.704
O  6.627  -2.239  -2.577
C  5.484  -3.027  -2.702
H  10.155  -1.466  -0.212
H  10.865  -2.569  1.062
H  11.163  -0.916  1.104
H  7.563  -2.009  2.443
H  8.580  -3.373  2.164
H  7.303  -1.869  -0.185
H  6.731  -3.364  0.397
H  7.410  -4.849  -1.675
H  9.081  -4.572  -2.043
H  8.041  -3.176  -3.761
H  8.697  -2.185  -2.636
H  5.501  -3.744  -3.523
H  4.553  -2.463  -2.761
H  5.471  -3.636  -1.799
C  6.739  -6.158  -5.742
O  6.895  -6.845  -4.475
C  5.806  -6.890  -3.556
C  4.359  -6.944  -4.168
O  3.452  -7.444  -3.141
C  2.192  -6.836  -3.132
C  1.334  -7.320  -1.934
O  1.672  -6.621  -0.754
C  1.017  -5.324  -0.625
H  6.186  -6.777  -6.449
H  7.680  -6.007  -6.269
H  6.376  -5.150  -5.539
H  5.875  -6.082  -2.827
H  5.868  -7.798  -2.957
H  4.328  -7.514  -5.097
H  4.095  -5.901  -4.344
H  1.658  -7.001  -4.068
H  2.260  -5.749  -3.123
H  1.504  -8.384  -1.771
H  0.264  -7.380  -2.131
H  -0.070  -5.378  -0.556
H  1.279  -4.576  -1.374
H  1.280  -4.928  0.356
C  1.928  -1.708  0.225
O  0.618  -1.213  0.178
C  0.466  0.193  0.307
C  -0.780  0.704  -0.359
O  -0.521  0.686  -1.797
C  -1.690  0.738  -2.624
C  -2.666  1.969  -2.466
O  -3.244  2.250  -1.223
C  -4.234  1.384  -0.643
H  2.466  -1.232  1.045
H  2.561  -1.713  -0.662
H  1.848  -2.753  0.524
H  1.311  0.546  -0.284
H  0.542  0.623  1.306
H  -1.213  1.614  0.055
H  -1.601  0.013  -0.168
H  -2.155  -0.247  -2.577
H  -1.285  0.675  -3.634
H  -3.521  1.944  -3.142
H  -1.989  2.725  -2.864
H  -3.781  0.424  -0.396
H  -4.927  1.119  -1.441
H  -4.681  1.904  0.204
C  -4.452  5.124  1.601
O  -3.283  5.441  2.297
C  -2.223  4.403  2.358
C  -2.550  2.949  2.691
O  -3.358  2.683  3.732
C  -2.872  2.874  5.104
C  -3.890  2.450  6.181
O  -5.185  2.925  5.859
C  -5.349  4.320  5.910
H  -5.176  4.661  2.272
H  -4.433  4.415  0.773
H  -4.956  5.994  1.180
H  -1.516  4.734  3.118
H  -1.696  4.441  1.405
H  -1.651  2.343  2.577
H  -3.151  2.527  1.886
H  -2.667  3.933  5.260
H  -1.881  2.431  5.206
H  -3.660  2.891  7.151
H  -3.949  1.362  6.195
H  -6.352  4.533  5.540
H  -4.671  4.941  5.324
H  -5.328  4.690  6.936
C  3.045  1.283  3.180
O  3.571  0.025  2.925
C  4.605  -0.110  1.877
C  6.043  0.538  2.248
O  6.600  0.046  3.472
C  7.796  0.684  3.935
C  8.399  -0.314  4.980
O  9.597  0.289  5.563
C  10.749  0.335  4.744
H  2.483  1.637  2.316
H  3.819  1.970  3.523
H  2.302  1.159  3.968
H  4.281  0.358  0.948
H  4.760  -1.189  1.850
H  5.802  1.580  2.458
H  6.761  0.566  1.429
H  7.482  1.657  4.315
H  8.572  0.792  3.177
H  8.709  -1.245  4.505
H  7.658  -0.598  5.728
H  10.726  1.047  3.919
H  11.082  -0.645  4.403
H  11.625  0.516  5.367
C  0.450  -7.919  9.002
O  -0.426  -6.887  8.498
C  -0.238  -5.547  8.970
C  0.643  -4.706  7.970
O  -0.059  -4.323  6.699
C  0.810  -3.819  5.731
C  -0.066  -3.378  4.492
O  -0.690  -2.130  4.559
C  0.255  -1.105  4.412
H  0.225  -8.924  8.647
H  0.221  -7.981  10.066
H  1.529  -7.764  9.010
H  0.173  -5.521  9.979
H  -1.233  -5.103  8.982
H  1.585  -5.200  7.732
H  0.957  -3.784  8.459
H  1.492  -4.546  5.291
H  1.415  -3.017  6.153
H  -0.836  -4.148  4.445
H  0.477  -3.514  3.557
H  1.209  -1.317  4.895
H  -0.143  -0.182  4.835
H  0.330  -0.908  3.343
C  7.122  0.841  -1.528
O  5.795  0.592  -1.146
C  4.891  1.034  -2.149
C  4.810  2.562  -2.364
O  4.193  3.162  -1.225
C  4.171  4.603  -1.188
C  3.494  5.076  0.082
O  2.075  4.762  0.130
C  1.245  5.170  -0.947
H  7.436  0.349  -2.449
H  7.820  0.435  -0.796
H  7.449  1.881  -1.529
H  3.898  0.616  -1.982
H  5.204  0.620  -3.108
H  4.282  2.651  -3.314
H  5.824  2.945  -2.474
H  3.836  5.053  -2.123
H  5.227  4.830  -1.039
H  3.571  6.154  0.223
H  4.011  4.775  0.993
H  1.433  6.221  -1.163
H  0.243  5.303  -0.540
H  1.203  4.577  -1.861
C  -5.255  3.914  -5.067
O  -5.593  5.068  -5.766
C  -6.331  4.914  -6.953
C  -7.863  4.820  -6.731
O  -8.287  3.796  -5.935
C  -7.939  2.483  -6.339
C  -8.655  1.453  -5.483
O  -9.978  1.169  -5.611
C  -10.720  2.265  -4.857
H  -4.445  4.169  -4.384
H  -4.987  3.095  -5.735
H  -6.061  3.623  -4.394
H  -6.059  4.059  -7.572
H  -6.232  5.758  -7.635
H  -8.212  4.806  -7.764
H  -8.138  5.709  -6.164
H  -6.856  2.374  -6.398
H  -8.298  2.333  -7.357
H  -8.249  1.555  -4.476
H  -8.146  0.526  -5.746
H  -10.793  3.231  -5.357
H  -10.641  2.221  -3.771
H  -11.733  1.864  -4.901
C  1.060  3.840  2.964
O  0.612  3.214  4.147
C  0.532  4.089  5.317
C  1.925  4.556  5.795
O  2.685  5.554  5.071
C  4.004  5.577  5.576
C  4.715  6.874  4.989
O  6.100  6.668  4.801
C  6.877  7.882  4.459
H  0.604  4.815  2.794
H  0.883  3.260  2.058
H  2.140  3.949  3.061
H  0.115  3.373  6.025
H  -0.134  4.937  5.160
H  2.476  3.615  5.790
H  1.834  4.894  6.827
H  4.448  4.646  5.225
H  4.020  5.571  6.666
H  4.434  7.658  5.693
H  4.154  7.331  4.174
H  7.939  7.670  4.337
H  6.766  8.664  5.210
H  6.473  8.481  3.644
C  4.422  -1.778  -5.952
C  3.347  -2.950  -5.752
C  2.080  -2.456  -5.086
O  2.489  -1.708  -3.895
C  1.398  -1.061  -3.209
N  3.114  -3.231  -7.138
H  4.789  -1.515  -4.960
H  3.981  -0.842  -6.296
H  5.252  -2.128  -6.565
H  3.824  -3.832  -5.326
H  1.544  -3.308  -4.667
H  1.439  -1.830  -5.706
H  1.864  -0.339  -2.539
H  0.813  -1.735  -2.582
H  0.746  -0.429  -3.811
H  4.078  -3.446  -7.346
H  2.564  -4.077  -7.090
C  -4.027  -3.172  1.431
C  -2.597  -2.949  1.281
C  -2.244  -2.998  -0.260
O  -2.581  -4.312  -0.721
C  -2.437  -4.567  -2.103
N  -2.090  -1.696  1.768
H  -4.224  -3.212  2.503
H  -4.323  -4.138  1.022
H  -4.632  -2.396  0.962
H  -2.107  -3.752  1.832
H  -1.171  -2.981  -0.450
H  -2.727  -2.283  -0.925
H  -1.370  -4.713  -2.272
H  -2.899  -3.854  -2.787
H  -2.763  -5.582  -2.332
H  -2.065  -1.783  2.774
H  -1.144  -1.527  1.458
C  -7.519  -2.194  -4.045
C  -6.276  -2.688  -3.228
C  -5.484  -1.487  -2.699
O  -4.947  -0.631  -3.676
C  -3.955  -1.313  -4.466
N  -6.739  -3.523  -2.156
H  -7.296  -1.661  -4.969
H  -8.183  -1.494  -3.537
H  -8.317  -2.888  -4.309
H  -5.754  -3.334  -3.935
H  -4.709  -1.847  -2.022
H  -5.957  -0.804  -1.994
H  -3.187  -1.796  -3.862
H  -3.465  -0.629  -5.158
H  -4.378  -2.084  -5.110
H  -7.101  -4.286  -2.710
H  -6.048  -3.992  -1.588
C  -1.547  3.666  -7.834
C  -0.544  4.153  -6.784
C  0.219  2.934  -6.124
O  1.109  3.330  -5.105
C  1.661  2.280  -4.248
N  0.499  4.928  -7.445
H  -1.068  3.027  -8.576
H  -1.862  4.581  -8.336
H  -2.432  3.278  -7.331
H  -0.991  4.696  -5.952
H  0.660  2.332  -6.919
H  -0.562  2.374  -5.608
H  2.120  2.708  -3.357
H  2.343  1.580  -4.731
H  0.811  1.906  -3.678
H  0.836  4.309  -8.169
H  1.203  4.892  -6.723

The calculation puts the electronic energy at -5782.2094 a.u. Its HOMO energy is -8.82 eV. Its LUMO energy is 0.010 Ha. The energy above the lowest of the compared OMol25 structures with the same formula, charge and spin comes out at 304.8 kJ/mol.

These are the Löwdin partial charges, in e, on atoms 1 to 5:
1 C -0.11
2 O -0.16
3 C -0.19
4 C -0.15
5 O -0.13